1.
{"formula": "C7H8F2I2O2", "method": "ωB97M-V with the def2-TZVPD basis set", "species": ["C", "C", "C", "C", "C", "C", "C", "O", "O", "F", "F", "I", "I", "H", "H", "H", "H", "H", "H", "H", "H"], "positions_angstrom": [[-1.0278, -0.0163, 0.0463], [-1.7738, -1.3051, 0.9885], [0.3809, -0.4429, -0.1771], [-0.5075, 2.1812, 1.5099], [2.3161, -1.3199, -1.4475], [-0.9857, 1.6451, 0.2438], [0.9630, -0.7520, -1.3466], [0.9924, -0.7781, 1.0604], [-2.1098, -1.0895, 2.0976], [-0.3154, 2.0309, -0.9457], [0.2201, -0.6576, -2.5040], [-3.1705, 2.2333, -0.0808], [-1.8366, -3.0647, -0.1753], [-1.4325, -0.1056, -0.9464], [-1.0661, 1.6231, 2.3359], [0.5901, 2.0566, 1.4806], [-0.8491, 3.2222, 1.6472], [2.4291, -1.2817, -2.5481], [3.1238, -0.6345, -0.9929], [2.3077, -2.2481, -0.8286], [1.7516, -1.2961, 0.5827]], "atomic_forces_ev_per_a": [[0.4, 0.1, -0.4], [1.3, 4.3, -0.4], [-0.8, -0.7, 1.1], [-0.4, 0.3, 1.3], [0.8, 1.4, 0.2], [-2.5, -3.0, -2.4], [-1.6, 0.9, 1.3], [2.4, -1.0, -3.6], [-0.2, -1.0, -0.5], [-0.6, 0.1, 2.0], [0.8, 0.1, 0.8], [1.1, -0.2, 0.2], [-0.1, -0.3, 0.1], [-0.8, 0.0, -0.3], [1.2, 0.4, -1.0], [-0.4, 0.1, 0.7], [0.7, -0.3, -0.2], [0.8, -1.2, 0.6], [-1.2, -0.9, -0.7], [0.5, -0.1, -1.3], [-1.3, 1.0, 2.7]], "smiles": "C/C(F)=C(\\O)[C@@H](C(=O)I)[C@@](C)(F)I", "homo_ha": -0.3308, "orbital_gap_ev": 9.035, "e_tot_ev": -33116.936, "e_above_lowest_kj_mol": 0.0, "lumo_ev": 0.034, "largest_force_ev_per_a": 4.596}



2.
{"formula": "C7H8FNOS", "method": "ωB97M-V with the def2-TZVPD basis set", "species": ["C", "C", "C", "C", "C", "C", "C", "N", "O", "F", "S", "H", "H", "H", "H", "H", "H", "H", "H"], "positions_angstrom": [[0.8802, -3.3183, 0.8296], [-0.4719, -3.0770, 0.8715], [1.6644, -2.2876, 0.2739], [-0.9365, -1.7312, 0.6237], [1.2734, -0.9729, 0.0583], [-0.0511, -0.7991, 0.3060], [-0.8910, 4.0725, -0.2088], [-1.2951, 2.9114, -0.9425], [1.0430, 1.8421, -1.3308], [-1.1667, 0.6739, -2.0113], [-0.3937, 1.6444, -0.8899], [1.2855, -4.3116, 0.9211], [-1.1401, -3.7170, 1.5813], [2.6773, -2.5503, -0.1153], [-2.0020, -1.4306, 0.7439], [1.8850, -0.2479, -0.4603], [-1.4371, 4.9212, -0.7064], [0.1752, 4.2040, -0.4002], [-1.0987, 4.1738, 0.8562]], "atomic_forces_ev_per_a": [[-0.1, 1.0, -1.9], [-1.7, 0.7, 3.2], [2.3, -0.7, -0.5], [-2.2, -1.3, 0.8], [0.1, -0.8, -0.4], [0.5, 1.7, -0.9], [0.5, 1.8, -1.4], [-0.7, -1.9, 0.5], [-3.2, -0.7, 1.0], [0.9, 1.4, 1.0], [2.1, -0.5, -1.7], [0.1, -0.1, 0.4], [0.9, 0.8, -2.1], [-0.7, 0.2, 0.7], [0.8, -0.6, 0.0], [0.1, 0.0, 0.3], [0.5, -0.7, 0.5], [0.1, 0.5, 0.4], [-0.2, -0.7, 0.1]], "homo_ha": [-0.3252, -0.3558], "orbital_gap_ev": [6.698, 8.940], "e_tot_ev": -24473.351, "e_above_lowest_kj_mol": 259.9, "lumo_ev": [-2.152, -0.741], "largest_force_ev_per_a": 3.708}